# 1
# C20H24B2Ba2Br12O16

A molecular structure, C20H24B2Ba2Br12O16 (ωB97M-V/def2-TZVPD, the OMol25 dataset).

ORCA input file:
```
! wB97M-V def2-TZVPD RIJCOSX def2/J DEFGRID3
* xyz 2 1
Ba 1.406 7.021 1.910
Ba -7.030 1.694 0.202
O 3.932 0.836 -0.789
C 2.815 0.998 -0.404
O 1.861 0.141 -0.527
B 0.661 0.501 0.226
O 0.868 1.947 0.575
C 2.204 2.188 0.420
O 2.747 3.169 0.859
O 0.534 -0.393 1.424
C -0.660 -0.463 1.664
O -1.203 -0.994 2.676
C -1.407 -0.013 0.384
O -0.568 0.373 -0.490
O -2.598 -0.009 0.183
O -2.223 7.675 -3.365
C -1.993 6.481 -3.505
O -2.781 5.674 -4.171
B -2.403 4.288 -3.909
O -1.059 4.379 -3.281
C -0.771 5.598 -2.964
O 0.137 6.097 -2.312
O -3.310 3.632 -3.011
C -3.946 2.661 -3.648
O -4.884 1.961 -3.179
C -3.421 2.602 -5.043
O -2.440 3.448 -5.135
O -3.784 1.806 -5.916
Br -2.244 -5.821 6.141
C -0.820 -5.404 4.845
C -1.403 -5.746 3.473
Br -0.054 -5.780 2.025
H 0.054 -5.958 5.186
H -0.428 -4.405 5.040
H -2.252 -5.192 3.072
H -1.665 -6.799 3.571
Br 4.639 3.294 -5.431
C 3.508 1.608 -5.728
C 3.058 1.765 -7.154
Br 2.340 0.075 -7.840
H 2.700 1.608 -4.997
H 4.103 0.732 -5.468
H 3.829 1.801 -7.924
H 2.282 2.493 -7.387
Br 9.556 1.236 -4.246
C 9.176 -0.291 -3.037
C 10.539 -0.504 -2.382
Br 11.804 -1.514 -3.611
H 8.818 -1.085 -3.692
H 8.431 0.126 -2.359
H 10.483 -1.112 -1.479
H 11.011 0.448 -2.137
Br 0.301 -3.749 -4.478
C -1.474 -4.419 -4.035
C -2.474 -3.295 -4.351
Br -4.320 -3.932 -3.885
H -1.422 -4.592 -2.960
H -1.551 -5.359 -4.582
H -2.693 -2.944 -5.359
H -2.209 -2.404 -3.781
Br -6.727 -1.864 4.309
C -6.771 -1.955 6.219
C -5.929 -0.858 6.781
Br -5.891 -0.932 8.736
H -6.249 -2.878 6.471
H -7.734 -1.878 6.725
H -6.164 0.166 6.491
H -4.918 -1.090 6.446
Br 0.566 -1.708 8.532
C -0.269 0.102 8.747
C -0.536 0.842 7.380
Br 1.179 1.252 6.442
H 0.366 0.731 9.371
H -1.219 -0.016 9.269
H -1.049 1.801 7.449
H -0.965 0.105 6.702
*
```

Output
E_tot, Eh: -32968.863928
E_LUMO, eV: -8.634
Energy above the lowest of the compared OMol25 structures with the same formula, charge and spin, kcal per mole: 299.8
Gap between HOMO and LUMO, eV: 2.97

=====

# 2
# C32H93N7O11

11 unconnected molecules or ions with the total composition C32H93N7O11 (ωB97M-V/def2-TZVPD, the OMol25 dataset).

ORCA input file:
```
! wB97M-V def2-TZVPD RIJCOSX def2/J DEFGRID3
* xyz 0 1
C -3.076 3.518 0.855
O -2.094 3.521 -0.137
C -2.476 3.871 -1.457
C -1.338 3.738 -2.450
C -0.303 4.828 -2.229
N -1.891 3.850 -3.804
H -3.369 4.557 1.001
H -2.625 3.124 1.737
H -3.901 2.853 0.557
H -3.323 3.277 -1.794
H -2.898 4.919 -1.401
H -0.843 2.771 -2.193
H -0.023 4.899 -1.165
H -0.636 5.814 -2.576
H 0.646 4.453 -2.642
H -1.161 3.914 -4.466
H -2.463 3.027 -4.084
C -1.505 0.194 -5.298
O -1.933 0.831 -4.078
C -1.943 0.016 -2.934
C -2.764 -1.242 -2.845
C -4.235 -1.074 -3.130
N -2.635 -1.683 -1.386
H -1.503 1.028 -5.985
H -2.173 -0.585 -5.627
H -0.545 -0.324 -5.180
H -0.908 -0.197 -2.706
H -2.288 0.741 -2.153
H -2.357 -2.054 -3.398
H -4.476 -0.775 -4.166
H -4.686 -0.262 -2.547
H -4.778 -2.020 -2.877
H -2.786 -2.674 -1.212
H -1.651 -1.582 -1.041
C 3.044 0.227 7.357
O 1.749 0.023 6.782
C 1.695 -1.209 6.080
C 0.286 -1.534 5.786
C 0.178 -2.970 5.236
N -0.328 -0.512 4.860
H 2.971 1.222 7.760
H 3.829 0.333 6.585
H 3.340 -0.596 8.016
H 2.267 -1.088 5.106
H 2.191 -2.040 6.660
H -0.260 -1.498 6.737
H -0.840 -3.331 5.057
H 0.512 -3.668 6.021
H 0.752 -3.152 4.317
H 0.440 -0.206 4.262
H -0.516 0.361 5.363
C 4.502 -2.481 -0.600
O 3.728 -3.050 0.443
C 4.071 -2.558 1.726
C 3.437 -3.375 2.916
C 4.264 -3.210 4.138
N 3.301 -4.786 2.579
H 4.390 -1.354 -0.545
H 4.117 -2.945 -1.527
H 5.572 -2.657 -0.491
H 5.158 -2.563 1.878
H 3.762 -1.481 1.740
H 2.474 -2.940 3.152
H 3.779 -3.606 4.993
H 4.406 -2.122 4.247
H 5.215 -3.788 4.040
H 3.093 -4.828 1.580
H 4.143 -5.274 2.793
C 1.692 2.805 -5.002
O 0.956 3.807 -5.730
C 1.736 4.914 -6.098
C 0.754 5.951 -6.800
C 1.412 7.146 -7.456
N -0.266 6.424 -5.871
H 1.452 2.837 -3.911
H 2.763 2.787 -5.206
H 1.325 1.842 -5.396
H 2.140 5.336 -5.158
H 2.510 4.594 -6.781
H 0.272 5.284 -7.560
H 1.878 7.791 -6.702
H 0.663 7.724 -7.979
H 2.280 6.908 -8.043
H 0.106 7.153 -5.236
H -0.636 5.644 -5.345
C -6.224 -5.660 0.791
O -4.771 -5.332 0.964
C -4.449 -4.572 2.125
C -2.992 -5.031 2.384
C -2.817 -6.437 2.914
N -2.397 -4.153 3.442
H -6.484 -5.518 -0.301
H -6.751 -5.005 1.447
H -6.346 -6.726 1.075
H -4.621 -3.533 1.960
H -5.093 -4.938 2.955
H -2.481 -4.960 1.414
H -3.070 -7.195 2.156
H -3.382 -6.706 3.781
H -1.769 -6.541 3.224
H -1.510 -4.493 3.799
H -2.176 -3.249 2.994
C 0.536 -2.249 1.197
O 0.369 -1.500 0.011
C 1.474 -0.732 -0.405
C 0.858 0.726 -0.598
C 2.044 1.639 -0.876
N 0.249 1.180 0.671
H 0.924 -1.658 2.027
H 1.207 -3.066 1.040
H -0.426 -2.615 1.503
H 2.275 -0.679 0.388
H 1.907 -1.079 -1.348
H 0.162 0.750 -1.381
H 2.722 1.723 -0.015
H 1.816 2.660 -1.167
H 2.573 1.219 -1.771
H -0.050 2.158 0.606
H -0.598 0.629 0.823
C 1.147 -3.878 -2.154
O 1.216 -2.830 -3.202
H 0.286 -4.551 -2.278
H 2.045 -4.584 -2.147
H 1.143 -3.429 -1.165
H 1.362 -3.279 -4.021
C 1.745 1.987 3.601
O 1.931 0.841 2.854
H 0.722 1.935 4.145
H 2.497 1.984 4.304
H 1.742 2.920 3.024
H 1.296 0.877 2.125
C 2.755 5.723 0.178
O 3.514 4.594 0.551
H 3.172 6.137 -0.733
H 1.701 5.509 -0.088
H 2.706 6.449 0.957
H 3.101 4.182 1.320
C -3.837 -0.206 1.436
O -2.680 0.212 0.709
H -4.088 -1.296 1.323
H -3.585 -0.108 2.495
H -4.766 0.418 1.138
H -2.657 -0.219 -0.162
*
```

Output
SMILES: COC[C@H](C)N.COC[C@H](C)N.COC[C@H](C)N.COC[C@H](C)N.COC[C@H](C)N.COC[C@H](C)N.COC[C@H](C)N.CO.CO.CO.CO
E_tot, Eh: -2485.684592
E_LUMO, eV: 0.401
Energy above the lowest of the compared OMol25 structures with the same formula, charge and spin, kcal per mole: 62.8
Gap between HOMO and LUMO, eV: 9.30

=====

# 3
# C36H63N3O12S6

9 unconnected molecules or ions with the total composition C36H63N3O12S6 (ωB97M-V/def2-TZVPD, the OMol25 dataset).

ORCA input file:
```
! wB97M-V def2-TZVPD RIJCOSX def2/J DEFGRID3
* xyz 0 1
O 13.853 14.961 10.055
S 12.977 13.846 9.816
O 11.551 14.093 9.847
C 13.446 13.064 8.257
C 14.790 12.484 8.609
C 14.507 11.824 10.029
C 13.391 12.458 10.856
H 13.409 13.919 7.531
H 12.587 12.407 8.063
H 15.160 11.810 7.889
H 15.467 13.308 8.726
H 15.435 11.773 10.606
H 14.266 10.815 9.827
H 13.751 12.629 11.915
H 12.521 11.748 10.962
O 14.536 20.348 11.308
S 14.655 19.049 10.745
O 16.030 18.583 10.441
C 13.896 17.773 11.742
C 12.402 18.003 11.423
C 12.323 18.106 9.917
C 13.438 18.966 9.407
H 14.168 17.904 12.758
H 14.182 16.811 11.372
H 11.877 17.119 11.736
H 12.001 18.876 11.970
H 11.383 18.533 9.610
H 12.358 17.133 9.446
H 13.121 19.987 9.192
H 13.888 18.558 8.544
O 14.179 14.520 21.884
S 13.148 13.587 21.677
O 12.855 12.617 22.741
C 11.606 14.351 21.175
C 10.802 13.208 20.581
C 11.862 12.674 19.531
C 13.257 12.739 20.105
H 11.956 15.125 20.483
H 11.187 14.845 22.045
H 10.509 12.512 21.341
H 9.838 13.438 20.121
H 11.825 13.214 18.529
H 11.587 11.648 19.276
H 13.830 13.276 19.371
H 13.688 11.750 20.231
O 11.226 11.038 13.342
S 12.010 10.347 14.315
O 12.810 9.253 13.858
C 12.799 11.398 15.516
C 12.779 10.577 16.726
C 11.322 10.063 16.874
C 10.806 9.704 15.491
H 12.091 12.225 15.508
H 13.782 11.733 15.222
H 13.536 9.806 16.698
H 13.122 11.147 17.630
H 10.760 11.001 17.206
H 11.209 9.347 17.673
H 9.861 10.222 15.271
H 10.658 8.628 15.318
O 19.325 14.080 18.322
S 18.125 14.616 18.893
O 16.932 13.790 18.927
C 18.465 15.281 20.480
C 18.983 16.644 20.090
C 18.030 17.296 19.023
C 17.854 16.161 17.990
H 19.261 14.738 20.979
H 17.575 15.393 21.101
H 19.088 17.299 20.993
H 19.960 16.495 19.625
H 18.514 18.163 18.605
H 17.045 17.588 19.447
H 18.590 16.211 17.224
H 16.917 16.116 17.431
O 10.593 13.639 15.038
S 9.466 13.819 14.127
O 8.210 13.166 14.407
C 9.157 15.606 14.016
C 8.449 15.628 12.672
C 9.268 14.814 11.736
C 9.834 13.577 12.490
H 10.076 16.189 14.106
H 8.501 15.826 14.868
H 7.440 15.238 12.789
H 8.289 16.632 12.217
H 10.142 15.413 11.348
H 8.604 14.418 10.952
H 10.933 13.456 12.370
H 9.286 12.681 12.233
C 14.195 18.196 15.871
C 13.252 18.239 16.944
C 12.860 19.558 16.946
N 13.519 20.239 15.942
C 14.298 19.368 15.214
H 14.589 17.172 15.634
H 13.002 17.413 17.613
H 12.096 20.072 17.473
H 13.413 21.252 15.773
H 14.923 19.717 14.400
C 15.685 13.942 14.963
C 15.210 14.450 13.724
C 13.891 14.924 13.931
N 13.549 14.663 15.224
C 14.594 14.065 15.849
H 16.602 13.518 15.162
H 15.750 14.594 12.802
H 13.205 15.365 13.198
H 12.564 14.708 15.499
H 14.342 13.646 16.810
C 16.291 9.073 18.241
C 17.541 8.323 18.150
C 18.525 9.298 18.072
N 17.949 10.544 18.175
C 16.561 10.390 18.351
H 15.291 8.649 18.386
H 17.638 7.233 18.079
H 19.589 9.168 18.106
H 18.425 11.438 18.257
H 15.857 11.172 18.632
*
```

Output
SMILES: O=S1(=O)CCCC1.O=S1(=O)CCCC1.O=S1(=O)CCCC1.O=S1(=O)CCCC1.O=S1(=O)CCCC1.O=S1(=O)CCCC1.c1cc[nH]c1.c1cc[nH]c1.c1cc[nH]c1
E_tot, Eh: -4865.649797
E_LUMO, eV: 0.216
Energy above the lowest of the compared OMol25 structures with the same formula, charge and spin, kcal per mole: 48.0
Gap between HOMO and LUMO, eV: 8.27

=====

# 4
# C7H12O

2 unconnected molecules or ions with the total composition C7H12O (ωB97M-V/def2-TZVPD, the OMol25 dataset).

ORCA input file:
```
! wB97M-V def2-TZVPD RIJCOSX def2/J DEFGRID3
* xyz 0 1
C 0.032 1.187 0.234
C -1.474 1.121 0.313
C 0.607 2.531 -0.128
O 0.661 0.724 1.390
H 0.475 -0.224 1.505
H 0.411 0.491 -1.113
H -1.927 1.416 -0.635
H 0.411 3.268 0.661
H -1.862 1.785 1.096
H -1.804 0.105 0.544
H 0.169 2.905 -1.054
H 1.688 2.458 -0.252
C -0.550 -2.889 -0.216
C 0.454 -1.846 -0.478
C 1.678 -1.380 -0.281
C 0.808 -0.654 -1.180
H 2.673 -1.529 0.095
H -0.211 -3.595 0.542
H -0.745 -3.430 -1.146
H -1.496 -2.445 0.102
*
```

Output
E_tot, Eh: -348.951254
E_LUMO, eV: 0.787
Energy above the lowest of the compared OMol25 structures with the same formula, charge and spin, kcal per mole: 123.9
Gap between HOMO and LUMO, eV: 7.40

=====

# 5
# C4H9N3O

A molecular structure, C4H9N3O (ωB97M-V/def2-TZVPD, the OMol25 dataset).

ORCA input file:
```
! wB97M-V def2-TZVPD RIJCOSX def2/J DEFGRID3
* xyz 0 1
C 1.904 0.527 -0.594
N 0.818 0.968 0.249
C 0.490 0.153 1.419
O 1.313 -0.655 1.877
H 0.647 1.962 0.309
H -0.133 0.772 2.096
H 2.728 0.146 0.012
H 1.558 -0.306 -1.207
H 2.242 1.335 -1.243
C -2.123 0.877 -1.136
C -0.785 -2.054 0.455
N -1.121 0.120 -1.050
N -0.863 -0.805 0.363
H -2.739 1.223 -0.309
H -1.380 -2.722 -0.166
H -2.590 0.928 -2.118
H 0.035 -2.468 1.043
*
```

Output
E_tot, Eh: -397.121397
E_LUMO, eV: -0.373
Energy above the lowest of the compared OMol25 structures with the same formula, charge and spin, kcal per mole: 143.9
Gap between HOMO and LUMO, eV: 7.96

=====

# 6
# C3H6N2O3

C3H6N2O3 in the gas phase (ωB97M-V/def2-TZVPD, the OMol25 dataset).

ORCA input file:
```
! wB97M-V def2-TZVPD RIJCOSX def2/J DEFGRID3
* xyz 0 1
C 0.087 -0.180 2.101
C -0.057 -0.064 0.691
O 0.481 1.097 0.214
N -0.053 1.320 -1.066
C -0.127 0.164 -1.865
O -0.349 0.444 -3.078
N -0.074 -1.006 -1.367
O 0.463 -1.263 -0.020
H -0.790 -0.839 2.732
H -0.194 0.886 2.519
H 1.284 -0.638 2.424
H -1.168 -0.017 0.257
H 0.494 1.915 -1.573
H 0.001 -1.817 -1.970
*
```

Output
SMILES: CC1ONC(=O)NO1
E_tot, Eh: -452.964141
E_LUMO, eV: 0.739
Energy above the lowest of the compared OMol25 structures with the same formula, charge and spin, kcal per mole: 148.6
Gap between HOMO and LUMO, eV: 10.56

=====

# 7
# C2H4OS

C2H4OS in the gas phase (ωB97M-V/def2-TZVPD, the OMol25 dataset).

ORCA input file:
```
! wB97M-V def2-TZVPD RIJCOSX def2/J DEFGRID3
* xyz 0 1
C 0.222 -0.495 -0.130
O -1.092 -0.883 -0.001
C -2.115 0.331 0.175
S -3.657 -0.012 -0.038
H 0.403 0.307 -0.785
H 0.876 -1.357 -0.505
H 0.806 -0.234 0.669
H -1.597 1.117 0.572
*
```

Output
SMILES: COC=S
E_tot, Eh: -551.943694
E_LUMO, eV: -0.442
Energy above the lowest of the compared OMol25 structures with the same formula, charge and spin, kcal per mole: 53.3
Gap between HOMO and LUMO, eV: 9.09

=====

# 8
# C6H15N

C6H15N in the gas phase (ωB97M-V/def2-TZVPD, the OMol25 dataset).

ORCA input file:
```
! wB97M-V def2-TZVPD RIJCOSX def2/J DEFGRID3
* xyz 0 1
C 0.818 -2.609 0.125
C 0.309 -1.259 0.641
C -0.072 -0.245 -0.457
C -1.593 -0.135 -0.569
C 0.600 1.116 -0.161
C 0.036 1.776 1.077
N 0.489 1.933 -1.366
H 0.691 -2.742 -0.948
H 0.365 -3.455 0.638
H 1.903 -2.725 0.247
H 1.077 -0.830 1.294
H -0.537 -1.426 1.309
H 0.346 -0.562 -1.409
H -1.954 0.645 -1.253
H -2.000 -1.098 -0.922
H -2.073 0.043 0.394
H 1.655 0.859 -0.063
H -0.954 2.185 0.922
H -0.046 1.096 1.925
H 0.697 2.563 1.470
H -0.478 1.960 -1.684
H 0.719 2.909 -1.210
*
```

Output
SMILES: CC[C@@H](C)[C@H](C)N
E_tot, Eh: -292.353421
E_LUMO, eV: 1.109
Energy above the lowest of the compared OMol25 structures with the same formula, charge and spin, kcal per mole: 9.8
Gap between HOMO and LUMO, eV: 10.37

=====

# 9
# C3H9NO2

C3H9NO2 in the gas phase (ωB97M-V/def2-TZVPD, the OMol25 dataset).

ORCA input file:
```
! wB97M-V def2-TZVPD RIJCOSX def2/J DEFGRID3
* xyz 0 1
C 2.301 0.085 0.601
O 1.200 -0.460 -0.365
C 0.009 0.193 -0.148
O -0.173 1.289 -1.012
C -1.176 -0.808 -0.241
N -2.459 -0.239 0.101
H 2.279 1.164 0.462
H 3.283 -0.303 0.340
H 1.978 -0.360 1.544
H 0.013 0.636 0.877
H 0.037 0.987 -1.906
H -0.962 -1.645 0.426
H -1.217 -1.183 -1.266
H -2.644 0.572 -0.480
H -2.469 0.070 1.066
*
```

Output
SMILES: CO[C@@H](O)CN
E_tot, Eh: -324.905206
E_LUMO, eV: 0.977
Energy above the lowest of the compared OMol25 structures with the same formula, charge and spin, kcal per mole: 42.3
Gap between HOMO and LUMO, eV: 10.10